76
Properties=species:S:1:pos:R:3:lowdin_charge:R:1 method="wB97M-V/def2-TZVPD" homo_energy_ev="-7.0170 / -7.7011" homo_lumo_gap_ev="6.914 / 4.953" lumo_energy_ev="-0.10 / -2.75" energy_ha=-3744.355370 de_lowest_ev=0.649 max_force_ha_per_bohr=0.084 multiplicity=5
Os -19.14 0.03 11.54 1.405
C -15.91 -4.13 9.52 -0.081
C -16.99 -4.50 10.32 -0.076
C -17.97 -3.53 10.61 -0.009
C -17.97 -2.29 9.89 -0.291
C -16.84 -1.91 9.12 -0.036
C -15.82 -2.84 8.93 -0.074
N -19.04 -1.38 10.00 -0.042
C -20.21 -1.63 9.29 -0.206
C -20.41 -2.67 8.37 0.026
C -21.59 -2.61 7.59 -0.080
C -22.49 -1.60 7.78 -0.100
C -22.41 -0.71 8.84 0.004
C -21.19 -0.67 9.54 -0.208
N -20.94 0.20 10.58 -0.169
N -21.87 1.06 10.87 0.102
C -21.50 1.84 11.90 -0.320
C -22.40 2.79 12.41 0.010
C -21.98 3.55 13.50 -0.052
C -20.63 3.59 13.82 -0.055
C -19.83 2.59 13.30 -0.130
N -20.20 1.71 12.37 -0.045
H -15.05 -4.82 9.30 0.121
H -17.02 -5.51 10.76 0.111
H -18.90 -3.80 11.18 0.111
H -16.80 -0.92 8.74 0.099
H -15.00 -2.64 8.26 0.103
H -19.65 -3.37 8.19 0.100
H -21.85 -3.32 6.79 0.118
H -23.29 -1.47 7.08 0.107
H -23.25 -0.13 9.17 0.101
H -23.38 2.77 11.91 0.123
H -22.68 4.21 13.97 0.102
H -20.16 4.32 14.51 0.124
H -18.78 2.45 13.64 0.093
N -24.85 -6.26 16.57 0.153
C -24.02 -5.66 16.03 -0.195
C -23.09 -4.81 15.32 -0.240
C -22.29 -5.35 14.36 -0.038
C -21.43 -4.48 13.63 0.008
C -21.36 -3.09 14.00 -0.239
C -22.16 -2.58 15.05 -0.009
C -23.05 -3.43 15.76 0.018
C -20.50 -2.16 13.36 -0.086
C -19.90 -1.29 12.70 -0.276
H -22.24 -6.44 14.23 0.131
H -20.80 -4.83 12.81 0.104
H -22.09 -1.54 15.26 0.108
H -23.78 -3.08 16.46 0.107
C -17.23 -3.96 14.97 -0.414
S -16.55 -2.34 15.31 0.809
C -15.78 -2.02 13.74 -0.995
C -16.03 -1.01 12.87 -1.068
S -17.32 0.14 13.18 0.538
S -14.87 -0.72 11.60 0.895
C -13.73 -1.93 12.15 -1.478
S -12.32 -1.97 11.30 0.523
S -14.23 -2.77 13.56 0.924
H -17.89 -4.20 15.81 0.031
H -16.50 -4.78 14.82 0.044
H -17.88 -3.87 14.05 0.040
C -17.30 3.95 8.11 -0.059
C -18.55 3.09 8.34 -0.626
C -18.80 2.17 7.15 -0.054
C -19.79 4.01 8.64 -0.049
C -18.37 2.25 9.53 -0.129
C -18.31 1.52 10.48 -0.244
H -17.46 4.63 7.28 0.073
H -16.37 3.41 7.80 0.101
H -17.09 4.56 8.98 0.079
H -18.48 2.64 6.15 0.107
H -19.87 1.82 7.16 0.094
H -18.11 1.33 7.29 0.073
H -19.96 4.67 7.77 0.084
H -19.62 4.67 9.53 0.088
H -20.73 3.45 8.86 0.083